DFT (ωB97M-V/def2-TZVPD) results for a gas-phase ion, C4H14NO3Si2 (charge +1).

Geometry as XYZ:
```
24
Properties=species:S:1:pos:R:3:mulliken_charge:R:1
C -2.703 -1.439 -0.242 -1.04
Si -1.869 0.221 0.010 0.62
C -1.886 1.076 1.700 -0.90
O -1.687 0.909 -1.459 -0.48
N 0.121 -0.634 0.340 0.35
O 0.288 -1.809 0.589 -0.30
Si 1.638 0.268 -0.145 0.62
C 1.997 -0.256 -1.926 -1.11
C 2.800 -0.260 1.226 -1.04
O 0.945 1.706 -0.200 -0.51
H -2.057 -2.214 -0.713 0.30
H -3.123 -1.822 0.669 0.36
H -3.696 -1.369 -0.746 0.36
H -2.019 0.178 2.460 0.31
H -0.842 1.597 1.665 0.22
H -2.773 1.669 1.817 0.42
H -1.828 1.704 -1.874 0.34
H 1.358 0.228 -2.638 0.35
H 2.896 0.196 -2.279 0.41
H 1.774 -1.324 -2.092 0.36
H 3.353 -1.252 0.917 0.29
H 3.657 0.498 1.457 0.33
H 2.287 -0.409 2.093 0.38
H 1.370 2.536 -0.629 0.36
```

As for the total energy: -1020.0509 Eh. For the HOMO-LUMO gap (spin up / spin down), the calculation gives 8.37 / 8.37 eV. The total charge is +1. For the HOMO energy (spin up / spin down), the calculation gives -13.95 / -13.96 eV. The SMILES is C[Si](C)(O)[N+](=O)[Si](C)(C)O. The calculation puts the largest force on an atom at 4.9 eV Å⁻¹. Its multiplicity is 1.